Record 1
The following is a DFT calculation (ωB97M-V with the def2-TZVPD basis set) of a structure of composition C26H28F8IrN5O4S2SbSe.

Geometry as XYZ:
```
76
Properties=species:S:1:pos:R:3:lowdin_charge:R:1
Ir 0.118 0.406 0.129 0.83
F 0.737 2.245 4.736 0.17
C 1.735 1.659 4.096 -0.68
F 2.238 2.496 3.189 0.13
F 2.684 1.317 4.950 0.18
S 1.089 0.155 3.249 0.66
O 0.187 0.759 2.247 -0.46
O 0.518 -0.656 4.257 -0.20
N 2.347 -0.535 2.604 -0.25
S 2.950 -0.362 1.183 0.64
O 2.257 0.657 0.337 -0.49
O 3.245 -1.614 0.570 -0.24
C 4.587 0.462 1.411 -0.68
F 4.452 1.649 1.975 0.16
F 5.127 0.608 0.201 0.15
F 5.358 -0.308 2.154 0.18
C 0.634 3.141 -3.511 -0.01
N 1.697 2.146 -3.403 -0.11
C 2.959 2.334 -3.915 -0.04
C 3.598 1.148 -3.837 -0.01
N 2.715 0.247 -3.291 -0.10
C 2.974 -1.185 -3.161 0.01
C 1.557 0.868 -3.004 -0.59
Se 0.003 0.022 -2.310 0.80
H 1.020 4.110 -3.204 0.10
H -0.189 2.853 -2.868 0.02
H 0.290 3.185 -4.543 0.12
H 3.299 3.298 -4.250 0.14
H 4.590 0.859 -4.135 0.14
H 3.865 -1.414 -3.740 0.10
H 2.125 -1.737 -3.557 0.09
H 3.126 -1.458 -2.126 0.08
N -2.790 -0.213 -0.659 0.00
N -1.950 0.321 0.382 -0.17
H -3.713 -0.378 -0.265 0.10
H -2.399 -1.118 -0.903 0.05
H -2.056 -0.210 1.251 0.11
H -2.284 1.262 0.570 0.08
C -3.582 4.939 -2.788 -0.07
C -3.544 3.600 -2.428 -0.06
C -2.482 3.113 -1.675 -0.15
C -1.457 3.965 -1.266 -0.40
C -1.507 5.309 -1.625 -0.11
C -2.561 5.792 -2.387 -0.07
Sb 0.078 3.158 -0.043 1.55
C 1.803 4.282 -0.498 -0.36
C 1.859 5.652 -0.239 -0.13
C 3.005 6.373 -0.534 -0.06
C 4.112 5.730 -1.075 -0.06
C 4.068 4.366 -1.324 -0.07
C 2.916 3.644 -1.040 -0.15
C -0.544 4.073 1.763 -0.36
C -1.899 4.048 2.088 -0.13
C -2.344 4.587 3.287 -0.07
C -1.436 5.165 4.163 -0.07
C -0.089 5.209 3.837 -0.07
C 0.358 4.660 2.642 -0.15
H -4.405 5.320 -3.379 0.11
H -4.333 2.928 -2.741 0.11
H -2.452 2.050 -1.458 0.05
H -0.726 5.993 -1.318 0.09
H -2.588 6.838 -2.664 0.11
H 1.019 6.159 0.221 0.10
H 3.039 7.436 -0.331 0.11
H 5.010 6.291 -1.295 0.11
H 4.937 3.859 -1.724 0.11
H 2.890 2.581 -1.250 0.07
H -2.629 3.646 1.391 0.09
H -3.398 4.567 3.530 0.11
H -1.782 5.590 5.096 0.11
H 0.619 5.669 4.515 0.11
H 1.413 4.701 2.402 0.09
F -0.836 -2.233 -0.547 -0.10
C 0.006 -1.635 0.383 -0.47
F -0.614 -1.880 1.597 -0.04
H 0.925 -2.220 0.372 0.09
```

## Properties
- Kohn-Sham gap (eV) = 8.142
- total charge = +1
- E_HOMO (Eh) = -0.4061
- energy above the lowest of the compared OMol25 structures with the same formula, charge and spin (eV) = 0.515



Record 2
The following is a DFT calculation (ωB97M-V with the def2-TZVPD basis set) of a structure of composition C26H28HoN2S2Si in a non-equilibrium geometry.

Geometry as XYZ:
```
60
Properties=species:S:1:pos:R:3:mulliken_spin:R:1
C 0.435 2.547 2.775 -0.01
C 0.579 2.603 1.352 0.00
C -0.711 2.363 0.775 -0.01
H 1.502 2.810 0.804 0.00
C -1.645 2.149 1.838 0.00
C -0.937 2.270 3.077 -0.01
H -1.372 2.308 4.078 0.00
H 1.183 2.810 3.520 0.00
H -0.968 2.396 -0.285 0.00
H -2.723 2.016 1.719 0.00
Ho -0.068 0.285 1.900 4.05
C 1.668 -0.647 0.374 -0.02
H 2.260 -0.087 -0.361 0.00
H 1.360 -1.578 -0.116 0.00
H 2.293 -0.840 1.277 0.00
Si -0.142 -0.320 -2.063 0.00
C 1.371 -0.539 -3.098 0.00
C 2.202 0.593 -3.136 0.00
H 1.952 1.494 -2.573 0.00
C 3.370 0.586 -3.900 0.00
H 4.016 1.467 -3.930 0.00
C 3.723 -0.563 -4.617 0.00
H 4.643 -0.590 -5.209 0.00
C 2.918 -1.713 -4.554 0.00
H 3.190 -2.629 -5.087 0.00
C 1.745 -1.702 -3.782 0.00
H 1.112 -2.588 -3.710 0.00
C -1.423 0.386 -3.243 0.00
C -1.144 0.703 -4.593 0.00
H -0.322 0.223 -5.135 0.00
C -1.879 1.697 -5.256 0.00
H -1.594 2.015 -6.263 0.00
C -2.926 2.350 -4.598 0.00
H -3.440 3.191 -5.066 0.00
C -3.281 1.959 -3.301 0.00
H -4.066 2.485 -2.758 0.00
C -2.570 0.951 -2.643 0.00
H -2.867 0.641 -1.635 0.00
H 0.163 0.751 -1.086 0.00
H -0.417 -1.591 -1.264 0.00
C 1.207 1.103 5.876 0.00
C 1.142 -0.273 5.321 0.00
N 0.612 -0.628 4.155 0.00
C 0.494 -2.051 4.068 0.00
C 1.150 -2.706 5.098 0.00
S 1.816 -1.608 6.264 0.00
C -0.356 -2.612 3.037 -0.01
C -0.697 -3.932 2.782 0.00
S -1.860 -4.050 1.501 0.00
C -1.946 -2.309 1.401 0.00
N -1.111 -1.718 2.250 0.00
C -2.892 -1.536 0.565 0.00
H 1.548 1.085 6.924 0.00
H 1.943 1.673 5.288 0.00
H 0.210 1.565 5.839 0.00
H 1.234 -3.786 5.173 0.00
H -0.206 -4.780 3.229 0.00
H -2.449 -1.269 -0.405 0.00
H -3.736 -2.200 0.355 0.00
H -3.293 -0.631 1.053 0.00
```

## Properties
- expectation value of S² = 6.01
- Kohn-Sham gap (alpha / beta) (eV) = 6.981 / 6.980
- total charge = +1
- E_HOMO (alpha / beta) (Eh) = -0.3771 / -0.3768
- multiplicity = 5
- energy above the lowest of the compared OMol25 structures with the same formula, charge and spin (eV) = 0.000



Record 3
The following is a DFT calculation (ωB97M-V with the def2-TZVPD basis set) of a structure of composition C26H28I2N10O7SV in a non-equilibrium geometry.

Geometry as XYZ:
```
75
Properties=species:S:1:pos:R:3:mulliken_spin:R:1
V 0.246 0.384 0.196 1.98
I 1.308 4.548 6.702 0.00
C 0.936 3.297 5.090 0.01
C 1.638 2.106 4.981 0.00
C 1.404 1.251 3.902 0.00
I 2.475 -0.500 3.692 0.00
C 0.439 1.617 2.986 0.00
O 0.043 0.856 1.949 -0.03
C -0.251 2.835 3.050 0.01
C -1.218 3.191 1.943 0.01
N -0.683 2.960 0.594 -0.01
C 0.376 3.879 0.236 0.00
C 1.625 3.220 -0.285 0.02
C 2.618 3.993 -0.877 0.00
C 3.832 3.422 -1.197 0.00
C 4.031 2.073 -0.923 -0.01
C 2.978 1.362 -0.392 0.03
N 1.796 1.915 -0.077 -0.02
C 0.005 3.675 4.120 0.00
H 2.375 1.838 5.725 0.00
H -2.133 2.605 2.050 0.00
H -1.492 4.245 2.080 0.00
H -1.415 2.912 -0.101 0.00
H 0.061 4.659 -0.465 0.00
H 0.694 4.405 1.144 0.00
H 2.426 5.043 -1.055 0.00
H 4.616 4.017 -1.646 0.00
H 4.966 1.577 -1.134 0.00
H 3.065 0.298 -0.202 0.00
H -0.509 4.625 4.198 0.00
N -3.078 0.187 2.180 0.00
N -4.176 -0.008 1.295 0.00
C -4.235 0.559 0.076 0.00
N -5.436 0.591 -0.512 0.00
N -3.063 1.020 -0.376 0.01
N -3.033 1.564 -1.643 0.01
O -3.959 1.451 -2.433 0.00
O -1.990 2.140 -1.912 0.00
H -2.294 0.503 1.613 0.02
H -2.801 -0.741 2.490 0.00
H -5.042 -0.156 1.783 0.00
H -6.232 0.202 -0.039 0.00
H -5.496 0.887 -1.472 0.00
C 3.553 -0.547 -4.634 0.00
C 2.376 0.400 -4.847 0.00
C 1.246 0.095 -3.913 0.00
N 1.223 0.486 -2.691 0.00
N 0.111 0.039 -2.011 0.00
C -0.701 -0.667 -2.759 0.00
N -1.872 -1.171 -2.312 0.00
S -0.134 -0.855 -4.371 0.00
H 4.373 -0.298 -5.306 0.00
H 3.269 -1.583 -4.819 0.00
H 3.915 -0.478 -3.608 0.00
H 2.022 0.354 -5.879 0.00
H 2.668 1.435 -4.663 0.00
H -1.985 -1.226 -1.307 0.00
H -2.373 -1.833 -2.877 0.00
O 1.267 -1.347 0.103 -0.01
C 0.192 -1.999 0.300 0.03
O -0.870 -1.287 0.411 -0.02
C 0.159 -3.454 0.386 -0.02
C 1.362 -4.152 0.400 0.00
C 1.388 -5.542 0.497 0.00
C 0.167 -6.170 0.569 0.00
O -0.074 -7.498 0.667 0.00
C -1.497 -7.655 0.738 0.00
O -2.078 -6.353 0.641 0.00
C -1.039 -5.474 0.554 0.00
C -1.084 -4.112 0.468 0.00
H 2.285 -3.593 0.336 0.00
H 2.313 -6.098 0.517 0.00
H -1.756 -8.098 1.700 0.00
H -1.828 -8.263 -0.104 0.00
H -2.013 -3.561 0.481 0.00
```

## Properties
- expectation value of S² = 2.01
- Kohn-Sham gap (alpha / beta) (eV) = 6.905 / 7.673
- total charge = +1
- E_HOMO (alpha / beta) (Eh) = -0.3691 / -0.3724
- multiplicity = 3
- energy above the lowest of the compared OMol25 structures with the same formula, charge and spin (eV) = 1.406



Record 4
The following is a DFT calculation (ωB97M-V with the def2-TZVPD basis set) of an isolated molecule of C26H28N2O3S.

Geometry as XYZ:
```
60
Properties=species:S:1:pos:R:3:lowdin_charge:R:1
C 4.718 -1.004 -1.492 -0.09
O 4.638 -0.357 -0.247 -0.10
C 3.813 -0.892 0.704 -0.29
C 3.122 -2.086 0.591 -0.01
C 2.306 -2.519 1.627 0.00
C 2.145 -1.762 2.776 -0.25
O 1.371 -2.120 3.841 -0.09
C 0.417 -3.137 3.654 -0.08
C 2.815 -0.533 2.882 -0.16
C 2.484 0.397 4.015 -0.10
C 1.050 0.928 3.808 -0.15
N 0.820 1.289 2.428 0.08
C 0.149 0.468 1.583 -0.44
O -0.570 -0.435 1.974 0.07
C 0.306 0.765 0.131 -0.12
C 1.463 1.305 -0.422 -0.04
C 1.523 1.480 -1.789 -0.11
C 0.467 1.122 -2.616 -0.45
C -0.701 0.544 -2.087 -0.20
C -0.742 0.393 -0.698 0.06
N -1.774 0.156 -2.863 -0.12
C -2.868 -0.569 -2.254 -0.12
C -3.745 0.310 -1.392 -0.22
C -3.998 1.624 -1.759 -0.03
C -4.811 2.427 -0.979 -0.08
C -5.383 1.922 0.175 -0.09
C -5.139 0.611 0.546 -0.08
C -4.323 -0.190 -0.233 -0.05
C -1.665 0.116 -4.301 -0.23
C -1.039 1.390 -4.840 -0.44
S 0.703 1.443 -4.341 0.94
C 3.648 -0.129 1.861 0.02
H 3.735 -1.072 -1.970 0.09
H 5.374 -0.387 -2.105 0.09
H 5.150 -2.006 -1.400 0.09
H 3.200 -2.696 -0.294 0.10
H 1.782 -3.454 1.508 0.11
H -0.162 -3.170 4.576 0.09
H 0.886 -4.113 3.491 0.09
H -0.245 -2.893 2.817 0.09
H 2.529 -0.125 4.970 0.12
H 3.192 1.227 4.029 0.11
H 0.330 0.142 4.042 0.12
H 0.868 1.794 4.451 0.12
H 1.444 1.973 2.030 0.13
H 2.319 1.560 0.180 0.10
H 2.406 1.900 -2.246 0.10
H -1.609 -0.021 -0.214 0.10
H -3.482 -0.986 -3.060 0.13
H -2.493 -1.415 -1.663 0.13
H -3.550 2.021 -2.658 0.11
H -4.997 3.450 -1.273 0.10
H -6.016 2.549 0.786 0.10
H -5.578 0.212 1.448 0.10
H -4.128 -1.210 0.066 0.12
H -2.672 0.012 -4.717 0.12
H -1.065 -0.745 -4.638 0.13
H -1.057 1.412 -5.927 0.08
H -1.540 2.274 -4.443 0.08
H 4.179 0.810 1.929 0.13
```

## Properties
- SMILES = COc1ccc(OC)c(CCNC(=O)c2ccc3c(c2)N(Cc2ccccc2)CCS3)c1
- Kohn-Sham gap (eV) = 8.140
- E_HOMO (Eh) = -0.2757
- energy above the lowest of the compared OMol25 structures with the same formula, charge and spin (eV) = 0.121



- What is the formula in the fourth record?
  C26H28N2O3S



- Which of these has the lowest energy above the lowest of the compared OMol25 structures with the same formula, charge and spin?
  C26H28HoN2S2Si



- Number 4 is which compound?
  C26H28N2O3S